Here is a structure of composition C21H28AlClN3O2 from OMol25. Energies are from ωB97M-V/def2-TZVPD.

Last column: natural (NBO) charge in e.
Cartesian coordinates (Å):
Al1 0.406 -0.847 -0.608  0.727
Cl1 -0.058 0.408 1.210  -0.655
N1 -1.537 -1.548 -0.084  -0.624
N2 2.357 -0.198 -0.096  -0.607
C1 -2.486 -1.309 -0.981  0.622
C2 2.717 0.890 -0.736  0.632
C3 -2.273 -1.994 1.163  0.083
C4 -3.473 -2.663 0.513  -0.079
C5 -2.813 -0.861 2.010  -0.629
C6 -1.433 -2.890 2.034  -0.618
H1 -3.549 -0.265 1.462  0.200
H2 -2.004 -0.218 2.359  0.263
H3 -3.313 -1.323 2.872  0.189
H4 -1.036 -3.732 1.472  0.239
H5 -2.066 -3.284 2.842  0.192
H6 -0.606 -2.334 2.492  0.235
C7 3.262 -0.360 1.105  0.072
C8 4.226 0.809 0.923  -0.081
C9 3.950 -1.703 1.006  -0.611
C10 2.594 -0.236 2.455  -0.611
H7 2.071 0.718 2.556  0.241
H8 3.393 -0.272 3.211  0.187
H9 1.898 -1.053 2.663  0.233
H10 4.463 -1.776 0.043  0.209
H11 3.224 -2.512 1.099  0.238
H12 4.679 -1.779 1.821  0.197
O1 3.767 1.536 -0.262  -0.490
H13 5.255 0.472 0.752  0.183
H14 4.207 1.524 1.758  0.189
O2 -3.656 -1.886 -0.752  -0.502
H15 -4.411 -2.588 1.072  0.189
H16 -3.253 -3.708 0.252  0.187
C11 -2.333 -0.441 -2.187  -0.523
C12 2.042 1.459 -1.949  -0.496
C13 0.599 1.783 -1.722  -0.071
H17 2.115 0.682 -2.726  0.256
H18 2.617 2.324 -2.283  0.226
C14 -0.270 0.722 -1.568  -0.475
C15 -1.607 0.828 -1.856  0.020
H19 1.423 -2.717 -0.553  0.196
C16 -2.183 2.115 -1.746  -0.034
C17 -1.352 3.240 -1.572  -0.272
C18 -3.682 2.219 -1.693  -0.629
C19 0.050 3.083 -1.605  -0.001
H20 -1.791 4.240 -1.413  0.191
C20 0.991 4.238 -1.415  -0.632
H21 0.445 5.174 -1.234  0.205
H22 1.662 4.396 -2.279  0.202
H23 1.646 4.045 -0.546  0.214
H24 -4.169 1.791 -2.585  0.203
H25 -4.011 3.262 -1.588  0.204
H26 -4.067 1.648 -0.829  0.212
H27 -3.319 -0.273 -2.623  0.226
H28 -1.735 -1.022 -2.904  0.256
N3 1.144 -4.306 1.042  -0.465
C21 1.283 -3.506 0.209  -0.014

Results
- HOMO-LUMO gap (alpha / beta): 0.13154 / 0.13146 Eh
- Total charge: -1
- Relative energy (zero: lowest compared OMol25 entry of this formula, charge and spin): 0.394 eV
- Lowest unoccupied orbital energy (alpha / beta): 2.87 / 2.87 eV


Here is a structure of composition C21H28BCsF5N8S from OMol25. Energies are from ωB97M-V/def2-TZVPD.

Last column: natural (NBO) charge in e.
Cartesian coordinates (Å):
Cs1 -0.463 -1.151 -1.528  0.888
C1 -0.516 -4.009 1.578  -0.646
C2 -0.825 -2.701 2.231  0.126
C3 -1.162 -2.439 3.569  -0.376
C4 -1.396 -1.078 3.617  0.174
C5 -1.809 -0.249 4.788  -0.634
N1 -1.204 -0.587 2.375  -0.325
N2 -0.848 -1.577 1.527  -0.321
B1 -1.314 0.878 1.909  0.556
N3 -2.478 1.104 0.910  -0.331
N4 -2.548 0.482 -0.291  -0.323
C6 -3.602 0.960 -0.925  0.134
C7 -3.952 0.487 -2.298  -0.630
C8 -4.255 1.915 -0.126  -0.374
C9 -3.502 1.980 1.030  0.180
C10 -3.724 2.845 2.227  -0.634
N5 0.038 1.422 1.386  -0.330
N6 0.555 1.055 0.192  -0.321
C11 1.619 1.807 -0.029  0.130
C12 2.351 1.721 -1.326  -0.635
C13 1.829 2.676 1.057  -0.381
C14 0.794 2.400 1.933  0.178
C15 0.513 3.032 3.256  -0.635
H1 -0.233 -4.763 2.314  0.206
H2 0.301 -3.903 0.863  0.239
H3 -1.385 -4.390 1.036  0.213
H4 -1.239 -3.138 4.386  0.207
H5 -1.894 -0.880 5.672  0.212
H6 -2.776 0.228 4.617  0.218
H7 -1.089 0.542 4.999  0.216
H8 -1.578 1.526 2.881  -0.061
H9 -3.178 -0.145 -2.737  0.221
H10 -4.092 1.325 -2.983  0.219
H11 -4.881 -0.090 -2.298  0.207
H12 -5.137 2.491 -0.354  0.208
H13 -4.624 3.442 2.085  0.213
H14 -2.886 3.524 2.392  0.217
H15 -3.846 2.251 3.135  0.216
H16 2.076 0.836 -1.903  0.229
H17 3.431 1.689 -1.176  0.202
H18 2.137 2.584 -1.961  0.224
H19 2.602 3.415 1.192  0.208
H20 1.286 3.766 3.482  0.212
H21 0.501 2.292 4.059  0.215
H22 -0.453 3.537 3.264  0.219
C16 4.072 -1.997 -3.406  -0.411
N7 3.969 -1.750 -1.980  -0.361
C17 4.676 -0.804 -1.261  -0.081
C18 4.217 -0.819 0.005  -0.074
N8 3.225 -1.777 0.046  -0.536
C19 3.089 -2.379 -1.165  0.243
S1 2.065 -3.650 -1.530  -0.346
H23 4.955 -1.481 -3.776  0.199
H24 3.185 -1.611 -3.912  0.259
H25 4.159 -3.068 -3.579  0.225
H26 5.417 -0.180 -1.728  0.224
H27 4.466 -0.208 0.853  0.231
H28 2.631 -2.003 0.825  0.442
F1 1.610 0.278 -4.776  -0.443
C20 0.314 -0.337 -4.693  0.116
F2 -0.544 0.716 -5.114  -0.426
C21 0.334 -1.254 -5.909  0.867
F3 -0.878 -1.820 -6.110  -0.347
F4 0.683 -0.694 -7.098  -0.355
F5 1.211 -2.274 -5.722  -0.353

Results
- HOMO-LUMO gap: 0.22801 Eh
- Total charge: -1
- Relative energy (zero: lowest compared OMol25 entry of this formula, charge and spin): 0.093 eV
- Lowest unoccupied orbital energy: 2.09 eV


Here is a structure of composition C21H28BrFeN4O3 from OMol25. Energies are from ωB97M-V/def2-TZVPD.

Last column: natural (NBO) charge in e.
Cartesian coordinates (Å):
Fe1 2.635 0.149 -0.427  1.497
C1 -5.549 -0.526 -0.760  -0.595
C2 -4.862 0.551 0.091  -0.067
C3 -5.333 0.416 1.546  -0.595
C4 -5.307 1.919 -0.426  -0.603
C5 -3.346 0.377 0.020  -0.090
C6 -2.492 1.353 -0.466  -0.236
C7 -1.127 1.129 -0.503  -0.170
Br1 -0.007 2.503 -1.185  0.026
C8 -0.518 -0.060 -0.069  0.412
O1 0.766 -0.245 -0.114  -0.919
C9 -1.399 -1.066 0.431  -0.097
C10 -2.760 -0.814 0.458  -0.162
C11 -0.824 -2.394 0.934  -0.074
C12 -1.917 -3.348 1.424  -0.602
C13 0.123 -2.138 2.116  -0.602
C14 -0.071 -3.107 -0.200  -0.604
H1 -6.636 -0.420 -0.709  0.192
H2 -5.290 -1.528 -0.416  0.206
H3 -5.241 -0.442 -1.804  0.211
H4 -6.419 0.530 1.610  0.192
H5 -4.867 1.180 2.171  0.210
H6 -5.070 -0.559 1.959  0.206
H7 -6.394 2.002 -0.357  0.199
H8 -5.024 2.063 -1.471  0.210
H9 -4.870 2.730 0.160  0.210
H10 -2.863 2.302 -0.826  0.215
H11 -3.415 -1.586 0.840  0.189
H12 -2.477 -2.933 2.265  0.201
H13 -1.449 -4.276 1.762  0.204
H14 -2.623 -3.602 0.629  0.202
H15 -0.424 -1.684 2.946  0.197
H16 0.935 -1.473 1.833  0.238
H17 0.549 -3.084 2.464  0.191
H18 -0.751 -3.323 -1.028  0.198
H19 0.333 -4.056 0.165  0.190
H20 0.749 -2.500 -0.575  0.243
N1 6.981 0.241 -1.401  -0.836
C15 5.734 -0.066 -0.919  0.700
O2 5.262 0.558 0.016  -0.643
C16 5.022 -1.217 -1.602  -0.524
C17 3.709 -1.565 -0.915  -0.997
H21 7.347 1.137 -1.125  0.394
H22 7.229 -0.092 -2.316  0.382
H23 5.745 -2.042 -1.680  0.190
H24 4.827 -0.882 -2.627  0.231
H25 3.903 -2.146 -0.005  0.191
H26 3.106 -2.199 -1.573  0.196
N2 3.286 3.856 1.584  -0.819
C18 3.180 2.920 0.594  0.698
O3 2.743 1.788 0.888  -0.750
C19 3.585 3.288 -0.725  -0.600
C20 4.070 4.573 -1.026  0.323
N3 4.487 5.628 -1.255  -0.430
C21 3.475 2.296 -1.708  0.348
N4 3.342 1.422 -2.463  -0.475
H27 3.411 4.822 1.337  0.397
H28 2.793 3.641 2.433  0.398

Results
- HOMO-LUMO gap (alpha / beta): 0.26527 / 0.27148 Eh
- Total charge: -1
- <S²>: 6.01
- Relative energy (zero: lowest compared OMol25 entry of this formula, charge and spin): 0.000 eV
- Lowest unoccupied orbital energy (alpha / beta): 2.60 / 2.60 eV
- Spin multiplicity: 5


Here is a structure of composition C21H28BrNNiOS3 from OMol25. Energies are from ωB97M-V/def2-TZVPD.

Last column: natural (NBO) charge in e.
Cartesian coordinates (Å):
Ni1 0.827 0.839 -0.212  0.337
C1 3.318 2.634 0.558  -0.544
C2 2.148 3.516 0.965  -0.553
S1 0.597 3.057 0.115  0.275
C3 -0.562 3.091 1.513  -0.549
C4 -0.292 2.032 2.573  -0.555
S2 -0.089 0.378 1.832  0.264
C5 1.415 -0.211 2.657  -0.551
C6 2.682 0.592 2.377  -0.554
S3 2.979 0.852 0.596  0.265
H1 3.594 2.821 -0.480  0.238
H2 4.188 2.861 1.176  0.224
H3 1.974 3.451 2.038  0.210
H4 2.380 4.556 0.736  0.231
H5 -0.568 4.088 1.957  0.223
H6 -1.527 2.925 1.035  0.267
H7 0.605 2.266 3.148  0.207
H8 -1.128 2.006 3.272  0.234
H9 1.244 -0.266 3.734  0.224
H10 1.518 -1.233 2.287  0.258
H11 2.640 1.569 2.861  0.208
H12 3.534 0.059 2.800  0.233
O1 -4.048 0.300 -4.522  -0.650
C7 -3.426 0.950 -3.512  0.356
C8 -2.119 1.417 -3.601  -0.346
C9 -1.575 2.051 -2.502  0.094
N1 -2.243 2.262 -1.365  -0.495
C10 -3.472 1.802 -1.316  0.187
Br1 -4.407 2.069 0.324  0.032
C11 -4.134 1.138 -2.332  -0.348
H13 -3.444 0.206 -5.268  0.485
H14 -1.527 1.267 -4.495  0.221
H15 -0.552 2.400 -2.525  0.218
H16 -5.144 0.774 -2.223  0.245
C12 0.013 -2.688 -2.455  -0.595
C13 -0.142 -1.850 -1.175  -0.204
C14 -1.607 -1.429 -1.060  -0.606
C15 0.774 -0.631 -1.234  -0.523
C16 0.324 -2.660 0.039  0.007
C17 1.636 -3.143 0.098  -0.165
C18 2.101 -3.839 1.202  -0.239
C19 1.265 -4.075 2.287  -0.239
C20 -0.038 -3.607 2.244  -0.214
C21 -0.500 -2.907 1.134  -0.230
H17 -0.224 -2.070 -3.325  0.205
H18 -0.665 -3.545 -2.449  0.206
H19 1.032 -3.055 -2.575  0.203
H20 -1.874 -0.862 -1.952  0.211
H21 -1.769 -0.774 -0.202  0.216
H22 -2.279 -2.288 -0.987  0.197
H23 1.738 -0.986 -1.642  0.117
H24 2.308 -2.962 -0.731  0.207
H25 3.122 -4.201 1.215  0.210
H26 1.626 -4.620 3.150  0.211
H27 -0.706 -3.782 3.079  0.211
H28 -1.519 -2.546 1.135  0.223

Results
- HOMO-LUMO gap (alpha / beta): 0.24115 / 0.24084 Eh
- Total charge: 0
- Lowest unoccupied orbital energy (alpha / beta): 0.39 / 0.39 eV


Here is a structure of composition C21H28CdClN3O4S5Se from OMol25. Energies are from ωB97M-V/def2-TZVPD.

Last column: natural (NBO) charge in e.
Cartesian coordinates (Å):
Cd1 1.042 0.009 3.076  1.558
S1 2.136 2.323 2.492  -0.750
S2 1.570 3.255 4.221  -0.094
S3 -0.424 2.785 4.511  -0.099
S4 -0.532 0.786 4.936  -0.714
O1 0.049 -3.098 0.169  -0.753
C1 0.195 -2.357 1.149  0.637
O2 0.473 -1.118 1.145  -0.875
H1 0.055 -2.819 2.158  0.063
C2 -1.818 3.030 -3.068  -0.617
C3 -0.644 3.903 -2.610  -0.393
C4 -0.202 3.647 -1.165  -0.417
C5 0.556 2.346 -0.910  -0.222
N1 -0.168 1.148 -1.286  -0.403
C6 -1.243 0.629 -0.637  0.316
Se1 -2.146 1.392 0.737  -0.247
N2 -1.610 -0.515 -1.281  -0.423
C7 -2.670 -1.397 -0.842  -0.216
C8 -4.057 -0.889 -1.249  -0.416
C9 -4.229 -0.639 -2.747  -0.397
C10 -4.296 -1.926 -3.568  -0.605
C11 -0.693 -0.784 -2.278  0.212
C12 -0.561 -1.840 -3.164  -0.230
C13 0.487 -1.795 -4.069  -0.232
C14 1.372 -0.720 -4.102  -0.234
C15 1.246 0.339 -3.216  -0.236
C16 0.213 0.282 -2.292  0.125
H2 -2.325 3.482 -3.925  0.189
H3 -2.546 2.923 -2.261  0.221
H4 -1.484 2.036 -3.363  0.207
H5 -0.953 4.952 -2.671  0.189
H6 0.200 3.771 -3.297  0.181
H7 -1.082 3.669 -0.523  0.237
H8 0.463 4.453 -0.843  0.208
H9 0.801 2.292 0.152  0.278
H10 1.498 2.345 -1.460  0.192
H11 -2.624 -1.451 0.247  0.253
H12 -2.453 -2.389 -1.231  0.214
H13 -4.229 0.047 -0.715  0.240
H14 -4.800 -1.618 -0.909  0.191
H15 -3.403 -0.020 -3.109  0.207
H16 -5.154 -0.075 -2.902  0.191
H17 -3.374 -2.496 -3.471  0.202
H18 -4.438 -1.700 -4.627  0.197
H19 -5.125 -2.552 -3.229  0.190
H20 -1.221 -2.693 -3.124  0.214
H21 0.626 -2.618 -4.760  0.199
H22 2.184 -0.723 -4.818  0.199
H23 1.939 1.169 -3.238  0.213
S5 4.227 -1.096 6.718  0.343
C17 5.105 -0.159 5.569  -0.488
C18 4.251 0.621 4.859  -0.038
N3 2.936 0.502 5.207  -0.450
C19 2.766 -0.345 6.158  -0.086
H24 6.175 -0.243 5.475  0.222
H25 4.519 1.312 4.074  0.231
H26 1.809 -0.597 6.588  0.241
Cl1 3.538 -1.054 2.145  -0.074
C20 3.542 -2.663 2.902  -0.501
C21 2.453 -2.883 4.006  0.774
O3 2.617 -3.941 4.623  -0.731
O4 1.569 -2.008 4.173  -0.831
H27 4.517 -2.832 3.353  0.215
H28 3.376 -3.397 2.115  0.224

Results
- HOMO-LUMO gap: 0.21127 Eh
- Total charge: -2
- Relative energy (zero: lowest compared OMol25 entry of this formula, charge and spin): 1.006 eV
- Lowest unoccupied orbital energy: 4.29 eV


Here is a structure of composition C21H28FeN5Te from OMol25. Energies are from ωB97M-V/def2-TZVPD.

Last column: natural (NBO) charge in e.
Cartesian coordinates (Å):
Fe1 0.917 -0.120 0.241  0.984
C1 -1.021 -2.474 -2.954  -0.675
C2 -0.598 -1.530 -1.868  0.208
N1 0.699 -1.342 -1.531  -0.620
C3 1.604 -2.476 -1.552  -0.240
C4 1.318 -3.263 -0.262  -0.220
N2 1.345 -2.338 0.902  -0.674
C5 2.620 -2.323 1.647  -0.227
C6 2.849 -0.948 2.249  -0.228
N3 2.819 0.053 1.157  -0.639
C7 2.928 1.451 1.654  -0.226
C8 1.606 1.900 2.295  -0.260
N4 0.501 1.341 1.505  -0.493
C9 -0.589 0.904 2.031  0.368
C10 -0.935 0.928 3.488  -0.701
C11 -1.568 0.324 1.035  0.121
C12 -2.920 0.229 1.155  -0.248
C13 -3.614 -0.328 0.042  -0.181
C14 -2.945 -0.836 -1.038  -0.180
C15 -1.522 -0.817 -1.066  0.093
N5 -0.915 -0.138 -0.049  -0.505
H1 -0.349 -2.395 -3.809  0.233
H2 -2.031 -2.252 -3.298  0.231
H3 -1.015 -3.518 -2.624  0.226
H4 2.635 -2.102 -1.541  0.189
H5 1.502 -3.132 -2.421  0.209
H6 2.017 -4.092 -0.120  0.200
H7 0.312 -3.675 -0.336  0.206
H8 0.591 -2.571 1.537  0.384
H9 3.424 -2.543 0.939  0.203
H10 2.655 -3.087 2.427  0.212
H11 3.791 -0.915 2.801  0.211
H12 2.045 -0.712 2.953  0.189
H13 3.615 -0.139 0.555  0.395
H14 3.137 2.080 0.793  0.227
H15 3.749 1.555 2.367  0.207
H16 1.549 2.988 2.251  0.239
H17 1.551 1.618 3.347  0.199
H18 -0.107 0.545 4.086  0.239
H19 -1.815 0.323 3.688  0.249
H20 -1.132 1.950 3.823  0.261
H21 -3.447 0.582 2.031  0.231
H22 -4.695 -0.375 0.066  0.231
H23 -3.495 -1.296 -1.850  0.229
Te1 1.644 1.318 -1.890  0.398
C16 -0.246 2.191 -2.099  -0.307
C17 -0.648 3.189 -1.213  -0.182
C18 -1.892 3.792 -1.367  -0.222
C19 -2.746 3.377 -2.380  -0.200
C20 -2.357 2.360 -3.243  -0.200
C21 -1.103 1.774 -3.116  -0.238
H24 0.007 3.503 -0.409  0.203
H25 -2.192 4.584 -0.691  0.221
H26 -3.710 3.854 -2.504  0.224
H27 -3.028 2.026 -4.026  0.223
H28 -0.795 0.998 -3.809  0.223

Results
- HOMO-LUMO gap (alpha / beta): 0.20549 / 0.23993 Eh
- Total charge: +1
- <S²>: 6.05
- Lowest unoccupied orbital energy (alpha / beta): -3.01 / -4.07 eV
- Spin multiplicity: 5